Density functional theory data (wB97M-V/def2-TZVPD) for an isolated molecule of C4H7NO2.

Calculated values
F_max = 0.01231 hartree/bohr
HOMO level = -9.853 eV
LUMO level = 1.0 eV
Kohn-Sham gap = 10.818 eV
E_tot = -361.74993 Eh
SMILES = C/C(=N\O)[C@H]1CO1

Cartesian coordinates (Å):
C1 0.28703 1.66740 -0.54895
C2 0.18361 0.31200 0.08413
N1 0.13033 0.12424 1.34740
O1 0.16383 1.32661 2.03587
C3 0.12993 -0.91568 -0.76909
C4 -0.52942 -2.12448 -0.28941
O2 -1.14517 -1.30604 -1.27558
H1 1.14227 2.21514 -0.13900
H2 0.38494 1.59135 -1.63419
H3 -0.60595 2.25514 -0.31134
H4 0.13612 1.04749 2.96015
H5 0.90970 -1.00143 -1.52785
H6 -0.17387 -3.10130 -0.61534
H7 -1.01334 -2.09045 0.68319

Here are the Mulliken charges for atoms 1 to 8, given in e:
1. C -1.13
2. C 0.54
3. N -0.45
4. O -0.40
5. C 0.01
6. C -0.39
7. O -0.42
8. H 0.34